Record 1
111
Properties=species:S:1:pos:R:3 method="wB97M-V/def2-TZVPD" gap_ev="6.29 / 6.49" lumo_ev="-0.9 / -0.9" e_homo_ev="-7.2 / -7.4" s_squared=0.758 charge=0 spin_multiplicity=2
Ru -0.70 0.19 -0.13
C -1.49 -5.12 -1.95
C -1.41 -3.95 -2.70
C -1.59 -2.72 -2.11
C -1.85 -2.62 -0.74
C -1.91 -3.79 0.02
C -1.75 -5.03 -0.59
N -2.02 -1.35 -0.14
C -3.11 -1.11 0.64
C -4.28 -1.90 0.67
C -5.34 -1.56 1.48
C -5.30 -0.43 2.32
C -4.18 0.36 2.31
C -3.11 0.03 1.48
N -1.91 0.75 1.43
N -1.69 1.72 2.19
C -0.41 2.25 1.95
C 0.03 3.31 2.72
C 1.28 3.84 2.46
C 2.06 3.28 1.46
C 1.55 2.21 0.74
N 0.35 1.71 0.97
H -1.35 -6.08 -2.42
H -1.20 -4.01 -3.76
H -1.53 -1.81 -2.69
H -2.11 -3.73 1.08
H -1.81 -5.93 0.01
H -4.35 -2.77 0.03
H -6.22 -2.18 1.47
H -6.15 -0.19 2.95
H -4.10 1.24 2.93
H -0.63 3.70 3.49
H 1.65 4.68 3.03
H 3.02 3.69 1.20
H 2.10 1.77 -0.08
N -3.10 8.98 -0.60
C -2.39 7.82 -0.92
C -1.94 6.97 0.09
C -1.19 5.85 -0.22
C -0.91 5.55 -1.55
C -1.36 6.38 -2.56
C -2.09 7.51 -2.25
S 0.04 4.11 -1.93
O 0.10 4.00 -3.37
O 1.28 4.22 -1.21
N -0.74 2.87 -1.26
C -1.90 2.46 -1.75
N -2.68 3.20 -2.58
C -3.76 2.64 -3.06
C -4.16 1.34 -2.76
C -3.35 0.66 -1.88
N -2.25 1.19 -1.35
H -3.58 8.95 0.28
H -3.68 9.34 -1.34
H -2.16 7.20 1.13
H -0.84 5.18 0.56
H -1.14 6.12 -3.59
H -2.45 8.17 -3.04
H -4.36 3.26 -3.73
H -5.04 0.89 -3.18
H -3.59 -0.35 -1.57
C 1.74 -5.40 0.12
O 2.95 -4.89 -0.45
C 3.83 -4.25 0.37
C 5.16 -4.65 0.27
C 6.14 -4.04 1.04
C 5.80 -3.03 1.93
C 4.48 -2.62 2.01
C 3.49 -3.21 1.23
N 2.15 -2.75 1.40
C 1.49 -1.90 0.52
N 1.80 -2.04 -0.77
C 1.36 -1.29 -1.89
C 0.40 -0.29 -1.83
C 0.14 0.34 -3.06
C 0.75 -0.03 -4.25
C 1.67 -1.06 -4.27
C 1.99 -1.68 -3.08
O 2.90 -2.69 -2.95
C 3.49 -3.21 -4.13
N 0.59 -1.07 0.98
C 0.48 -1.00 2.40
C -0.62 -1.55 3.05
C -0.79 -1.43 4.42
C 0.18 -0.78 5.16
C 1.33 -0.29 4.55
C 1.49 -0.41 3.17
O 2.61 -0.04 2.51
C 3.67 0.52 3.26
H 1.45 -6.25 -0.49
H 0.94 -4.66 0.10
H 1.91 -5.73 1.15
H 5.40 -5.45 -0.41
H 7.17 -4.37 0.96
H 6.55 -2.56 2.54
H 4.20 -1.81 2.67
H 1.93 -2.53 2.37
H 2.44 -2.78 -1.01
H -0.56 1.17 -3.11
H 0.51 0.50 -5.16
H 2.15 -1.35 -5.20
H 4.13 -4.03 -3.81
H 4.09 -2.45 -4.64
H 2.72 -3.59 -4.81
H -1.36 -2.06 2.44
H -1.67 -1.84 4.89
H 0.07 -0.67 6.23
H 2.09 0.19 5.15
H 4.46 0.76 2.55
H 4.06 -0.19 4.00
H 3.36 1.44 3.77

---

Record 2
11
Properties=species:S:1:pos:R:3 method="wB97M-V/def2-TZVPD" gap_ev="5.80 / 5.80" lumo_ev="4.2 / 4.2" e_homo_ev="-1.6 / -1.6" smiles=C[C@@H](C#N)N[O-] de_lowest_kj_mol=122.7 charge=-1 spin_multiplicity=1
C 0.40 0.51 0.53
C -0.77 -0.30 0.02
C -1.79 0.57 -0.32
N -2.42 1.43 -0.72
N -0.50 -1.07 -1.49
O -1.04 -2.29 -1.59
H 0.61 0.61 1.60
H 0.36 1.56 0.10
H 1.44 0.11 0.26
H -0.99 -1.21 0.44
H -0.92 -0.47 -2.21

---

Record 3
42
Properties=species:S:1:pos:R:3 method="wB97M-V/def2-TZVPD" gap_ev="4.79 / 4.73" lumo_ev="-13.4 / -13.4" e_homo_ev="-18.2 / -18.1" de_lowest_kj_mol=0.0 charge=+3 spin_multiplicity=1
Pd 1.20 1.03 -0.45
N 4.25 3.84 -1.29
C 3.27 3.01 -1.11
S 3.35 1.61 -0.13
N 2.09 3.39 -1.79
N 1.10 2.64 -1.61
C -0.03 3.06 -2.30
C -1.26 2.49 -2.26
C -2.29 3.12 -3.05
C -3.55 2.65 -3.04
C -3.89 1.48 -2.25
C -2.99 0.83 -1.49
C -1.63 1.27 -1.45
O -0.79 0.64 -0.76
H 5.15 3.72 -0.85
H 4.11 4.67 -1.87
H 0.15 3.94 -2.90
H -2.02 3.99 -3.64
H -4.32 3.13 -3.63
H -4.92 1.13 -2.28
H -3.25 -0.04 -0.91
O 3.69 -2.10 -0.43
N 3.29 -1.61 -1.28
O 1.61 -0.61 0.69
C 0.88 -1.23 1.57
C 1.54 -2.26 2.44
C 0.96 -3.69 2.31
C -0.38 -3.80 1.59
C -1.54 -3.10 2.30
C -1.21 -1.67 2.75
N -0.38 -0.96 1.76
H 1.44 -1.90 3.47
H 2.61 -2.23 2.23
H 0.88 -4.12 3.31
H 1.68 -4.31 1.78
H -0.63 -4.85 1.47
H -0.29 -3.41 0.57
H -1.84 -3.66 3.18
H -2.41 -3.09 1.63
H -0.67 -1.67 3.69
H -2.11 -1.08 2.89
H -0.83 -0.29 1.14